Entry 1:
14
Properties=species:S:1:pos:R:3:mulliken_charge:R:1 method="wB97M-V/def2-TZVPD" homo_energy_ev=-9.45 charge=0 relative_energy_kj_mol=172.45 smiles="NCCNC=O" orbital_gap_ev=10.399 e_tot_ha=-303.8264
C 2.32251 -0.69478 -0.60313 0.06
N 1.11383 -0.78745 0.05787 -0.19
C 0.03717 0.10826 -0.39578 -0.44
C -0.93600 0.37207 0.72783 -0.32
N -2.25144 0.63110 0.10581 -0.51
O 3.32172 -1.13131 -0.07236 -0.55
H 2.37372 -0.25150 -1.61273 0.33
H 1.22593 -1.05577 1.01556 0.24
H -0.49804 -0.17422 -1.34817 0.25
H 0.55467 0.89383 -0.95331 0.33
H -0.90634 -0.41014 1.51408 0.21
H -0.80623 1.40091 1.23024 0.23
H -2.72783 -0.12485 -0.34497 0.17
H -2.82367 1.22383 0.67905 0.19



Entry 2:
56
Properties=species:S:1:pos:R:3:mulliken_charge:R:1 method="wB97M-V/def2-TZVPD" homo_energy_ev="-11.67 / -14.51" charge=+2 relative_energy_kj_mol=0.00 orbital_gap_ev="5.796 / 4.442" spin_multiplicity=6 e_tot_ha=-1399.5891
C 2.37362 1.74049 2.46845 -0.37
C 3.19860 0.88151 1.63717 -0.41
C 3.92748 1.75012 0.73360 -0.53
H 3.23569 -0.21119 1.68979 0.48
C 3.59116 3.11521 1.04008 -0.49
C 2.64253 3.10921 2.10318 -0.43
H 2.19604 3.97334 2.56775 0.44
H 1.72321 1.40537 3.26904 0.59
H 4.64644 1.42459 -0.01192 0.53
H 4.00596 3.99357 0.56580 0.50
Ir 1.81420 1.87802 0.44208 0.40
C 0.79464 0.46924 -0.20917 0.07
H 1.39182 -0.35461 -0.61530 0.02
H 0.37912 0.13498 0.76056 0.01
H 0.01933 0.74481 -0.89414 0.07
Si -0.42140 -2.54044 1.22769 0.00
C -2.09609 -2.03303 0.50547 0.51
C -3.18040 -2.50557 1.27338 -0.39
H -2.99094 -3.02782 2.21438 0.39
C -4.49193 -2.29767 0.84890 -0.59
H -5.30690 -2.67686 1.46347 0.39
C -4.76972 -1.60097 -0.33105 -0.44
H -5.80990 -1.43368 -0.63076 0.42
C -3.70761 -1.14400 -1.10736 -0.63
H -3.90695 -0.59812 -2.02847 0.42
C -2.37890 -1.37830 -0.71273 -0.01
H -1.57482 -1.02633 -1.36385 0.32
C 0.39839 -3.54787 -0.14351 0.69
C -0.15669 -4.83350 -0.24301 -0.27
H -1.01987 -5.11459 0.35802 0.45
C 0.45200 -5.80938 -1.03566 -0.70
H 0.07941 -6.82972 -0.99990 0.43
C 1.55718 -5.49247 -1.82875 -0.57
H 2.03690 -6.27463 -2.43485 0.42
C 2.02209 -4.17245 -1.82856 -0.32
H 2.86594 -3.91925 -2.46569 0.43
C 1.44927 -3.19182 -1.00809 -0.09
H 1.83167 -2.17657 -1.03808 0.22
H 2.47955 1.31857 -1.00093 0.10
H -0.86663 -3.70734 1.98161 -0.16
C -1.35855 2.30295 2.11238 -0.73
O -0.67317 2.72266 0.94994 -0.13
C -1.54634 3.26640 -0.03274 -0.60
C -0.76862 3.58797 -1.30661 -0.62
O 0.61990 3.30257 -1.12433 -0.18
C 1.40529 3.83615 -2.18258 -0.85
H -2.11956 1.53259 1.92596 0.29
H -1.83888 3.16409 2.57948 0.32
H -0.61664 1.90444 2.80496 0.17
H -1.95784 4.20992 0.36565 0.40
H -2.37383 2.57044 -0.27461 0.35
H -1.14247 3.00288 -2.17128 0.40
H -0.91292 4.66417 -1.51772 0.40
H 1.09548 3.39969 -3.14379 0.32
H 1.31543 4.93306 -2.23998 0.29
H 2.43922 3.55913 -1.96338 0.29



Entry 3:
81
Properties=species:S:1:pos:R:3:mulliken_charge:R:1 method="wB97M-V/def2-TZVPD" homo_energy_ev=-9.69 charge=+1 smiles="CCC(=C(c1ccc(OC)cc1)c1ccc(OC)cc1)c1cn(C[C@@H](O)C[NH+](CCO)CCO)c2ccccc12" orbital_gap_ev=7.582 e_tot_ha=-1767.5646
C 4.98812 1.01578 -1.06254 -1.29
H 4.88765 0.67691 -2.09031 0.26
H 4.55232 2.00817 -0.97695 0.29
H 6.04832 1.08454 -0.83179 0.45
C 4.31592 0.03226 -0.10718 -0.91
C 2.83034 -0.06965 -0.31064 0.27
C 2.14053 -1.21827 -0.37399 -0.33
C 2.69921 -2.57096 -0.22456 0.00
C 3.53865 -2.91108 0.82968 -0.79
C 4.03607 -4.19517 0.96659 -0.49
C 3.69862 -5.17575 0.03927 0.85
C 2.83924 -4.84474 -1.01222 -0.81
C 2.34339 -3.56786 -1.13456 -0.36
H 1.68161 -3.32685 -1.95380 0.47
H 2.57793 -5.61563 -1.71948 0.44
O 4.13048 -6.46136 0.06783 -0.46
C 5.01155 -6.85942 1.09149 -0.85
H 4.55087 -6.75969 2.07951 0.33
H 5.22848 -7.90895 0.90095 0.25
H 5.94400 -6.28702 1.06379 0.34
H 4.68221 -4.41841 1.80082 0.42
H 3.79074 -2.16941 1.57300 0.56
C 0.67556 -1.17595 -0.60324 0.19
C -0.20018 -1.61968 0.38450 -0.37
C -1.56653 -1.55040 0.20135 -1.21
C -2.08446 -1.05052 -0.99094 1.19
C -1.22333 -0.62895 -1.99315 -0.76
C 0.14500 -0.69231 -1.79218 -0.18
H 0.80778 -0.36549 -2.57777 0.71
H -1.59893 -0.25308 -2.93183 0.54
O -3.46334 -0.98636 -1.07835 -0.47
C -4.04111 -0.87403 -2.36284 -1.18
H -3.60820 -1.59790 -3.05586 0.44
H -3.92202 0.13517 -2.77135 0.38
H -5.10092 -1.09251 -2.23796 0.30
H -2.24363 -1.89010 0.96942 0.55
H 0.19753 -2.02080 1.30432 0.53
C 2.05924 1.18817 -0.35101 0.55
C 1.34373 1.68062 0.69864 -0.80
N 0.66889 2.82939 0.33858 0.40
C 0.91637 3.06334 -0.99214 -0.15
C 0.44259 4.06484 -1.83052 -0.54
C 0.86198 4.05170 -3.14361 -0.81
C 1.72630 3.06266 -3.61918 -1.04
C 2.19986 2.06888 -2.79342 -0.17
C 1.79979 2.06119 -1.45736 0.68
H 2.86618 1.30788 -3.16782 0.48
H 2.02610 3.08584 -4.65566 0.44
H 0.51529 4.81845 -3.81953 0.42
H -0.22478 4.83485 -1.47017 0.42
C -0.36746 3.42454 1.12125 -1.89
H -0.43006 4.49543 0.91288 0.32
H -0.13807 3.27727 2.18063 0.40
C -1.72168 2.75118 0.79434 1.26
C -2.85501 3.35336 1.64811 -1.36
N -3.94683 2.37376 1.80762 0.83
H -3.46155 1.43936 1.98035 0.11
C -4.75298 2.19094 0.58498 -0.53
C -5.53900 0.86394 0.67352 -0.58
O -4.74524 -0.13448 1.24727 -0.55
H -4.20764 -0.56020 0.55300 0.40
H -6.42429 0.97515 1.30698 0.47
H -5.88605 0.59536 -0.32765 0.30
H -4.06210 2.13413 -0.25620 0.24
H -5.42579 3.03859 0.44672 0.39
C -4.73776 2.58475 3.03647 -0.56
H -4.85033 3.64799 3.24752 0.37
C -4.01603 1.84672 4.18922 -0.55
O -3.42888 0.67013 3.70967 -0.44
H -4.09641 -0.00307 3.51661 0.33
H -4.72020 1.66237 5.00573 0.42
H -3.19284 2.44900 4.58154 0.38
H -5.72597 2.14944 2.89499 0.34
H -3.23945 4.27392 1.20637 0.22
H -2.45799 3.56952 2.64125 0.48
O -1.70323 1.37508 1.08327 -0.34
H -0.85558 0.98580 0.82046 -0.15
H -1.91777 2.90186 -0.28044 0.33
H 1.30030 1.31934 1.70957 0.51
H 4.76654 -0.95302 -0.23030 0.39
H 4.50023 0.36580 0.91969 0.29



Entry 4:
15
Properties=species:S:1:pos:R:3:mulliken_charge:R:1 method="wB97M-V/def2-TZVPD" homo_energy_ev=-13.98 charge=+1 relative_energy_kj_mol=492.13 orbital_gap_ev=8.738 e_tot_ha=-375.2151
C -0.91653 -0.38141 0.13678 -0.04
C -2.01474 0.12807 0.00543 0.70
C 0.36314 -0.75743 -0.00154 -0.03
C -3.29396 0.82547 0.04080 -1.07
N 3.49730 0.91981 0.07071 -0.77
N 2.62373 0.08362 0.09835 0.28
N 1.01588 -1.89331 -0.15089 -0.30
N 1.35742 0.48782 0.32618 -0.10
H -3.53549 0.87335 1.10663 0.31
H -3.01838 1.72918 -0.44157 0.31
H -4.12818 0.27934 -0.49199 0.33
H 4.47994 0.60436 -0.27427 0.30
H 0.67665 -2.75307 -0.64977 0.30
H 2.08901 -1.52419 -0.05348 0.47
H 0.80419 1.37839 0.27863 0.31